# 1
Molecular formula: ClH3NOPS
Method: DFT, ωB97M-V with the def2-TZVPD basis set

Properties
Lowest unoccupied orbital energy = -0.4 eV
Structure (SMILES) = O=P(=S)Cl.N
Energy above the lowest of the compared OMol25 structures with the same formula, charge and spin = 141.4 kJ/mol
HOMO level = -0.3691 hartree

The geometry in ORCA input format:
```
! RIJCOSX wB97M-V def2-TZVPD def2/J DEFGRID3
* xyz 0 1
N -1.462 0.201 -0.091
O 1.373 -0.178 1.668
P 1.656 -0.051 0.273
S 2.184 1.549 -0.653
Cl 1.635 -1.861 -0.656
H -1.797 0.752 -0.787
H -1.381 -0.725 -0.431
H -2.206 0.313 0.677
*
```

Electronic structure analysis, Löwdin charges in units of e: N 0.031; O -0.419; P -0.167; S 0.242; Cl 0.283; H -0.036; H -0.012; H 0.078

# 2
Molecular formula: C24H36N3RuSi2Te
Method: DFT, ωB97M-V with the def2-TZVPD basis set

Properties
Lowest unoccupied orbital energy (alpha / beta) = -9.9 / -12.2 eV
Energy above the lowest of the compared OMol25 structures with the same formula, charge and spin = 37.0 kJ/mol
HOMO level (alpha / beta) = -0.6437 / -0.6447 hartree

The geometry in ORCA input format:
```
! RIJCOSX wB97M-V def2-TZVPD def2/J DEFGRID3
* xyz 3 5
Ru 0.811 -0.088 -1.064
C -1.143 -3.173 -4.020
Si 0.013 -2.097 -3.091
C 0.776 -0.779 -4.180
C 1.352 -2.997 -2.144
C -0.855 -1.065 -1.689
C -1.501 0.199 -2.173
C -2.606 0.446 -2.961
C -2.901 1.775 -3.238
C -2.092 2.799 -2.744
C -0.995 2.478 -1.975
N -0.733 1.190 -1.699
Si -1.808 -1.929 -0.207
C -3.112 -2.975 -0.977
C -2.561 -0.543 0.774
C -0.583 -2.903 0.805
H -0.586 -3.662 -4.827
H -1.947 -2.597 -4.482
H -1.577 -3.957 -3.401
H 1.594 -1.206 -4.767
H 1.187 0.094 -3.653
H 0.043 -0.376 -4.884
H 2.177 -3.271 -2.807
H 0.974 -3.916 -1.690
H 1.805 -2.429 -1.317
H -3.214 -0.365 -3.339
H -3.763 2.019 -3.846
H -2.312 3.836 -2.955
H -0.331 3.225 -1.562
H -3.762 -2.407 -1.645
H -3.740 -3.367 -0.170
H -2.707 -3.829 -1.517
H -3.314 -0.001 0.197
H -1.820 0.187 1.115
H -3.063 -0.945 1.658
H -0.437 -3.909 0.406
H -0.954 -3.019 1.827
H 0.409 -2.446 0.866
N 2.627 1.251 -1.422
N 3.135 -0.098 -1.433
H 2.688 1.664 -2.350
H 3.125 1.867 -0.783
H 3.750 -0.257 -0.642
H 3.653 -0.302 -2.284
Te 1.058 0.412 1.678
C 0.764 -0.236 3.647
C -0.465 0.057 4.222
C -0.626 -0.289 5.557
C 0.413 -0.894 6.256
C 1.627 -1.170 5.639
C 1.825 -0.845 4.303
C 1.381 2.458 1.806
C 2.578 2.938 2.331
C 2.723 4.311 2.474
C 1.684 5.164 2.119
C 0.491 4.662 1.609
C 0.329 3.293 1.437
H -1.272 0.529 3.676
H -1.568 -0.083 6.048
H 0.272 -1.159 7.295
H 2.427 -1.643 6.192
H 2.763 -1.078 3.816
H 3.373 2.275 2.652
H 3.642 4.712 2.881
H 1.800 6.232 2.251
H -0.318 5.334 1.354
H -0.604 2.901 1.047
*
```

Electronic structure analysis, Löwdin charges in units of e: Ru 1.054; C -0.133; Si 0.467; C -0.156; C -0.166; C -0.399; C -0.396; C 0.025; C 0.023; C -0.001; C -0.078; N -0.037; Si 0.468; C -0.134; C -0.164; C -0.172; H 0.067; H 0.054; H 0.038; H 0.060; H -0.004; H 0.061; H 0.060; H 0.053; H -0.006; H 0.134; H 0.139; H 0.132; H 0.119; H 0.052; H 0.068; H 0.037; H 0.054; H -0.029; H 0.061; H 0.051; H 0.056; H -0.022; N -0.073; N -0.043; H 0.120; H 0.112; H 0.109; H 0.129; Te 1.673; C -0.490; C -0.116; C -0.028; C -0.012; C -0.030; C -0.116; C -0.530; C -0.119; C -0.029; C -0.013; C -0.036; C -0.144; H 0.105; H 0.130; H 0.132; H 0.130; H 0.108; H 0.111; H 0.131; H 0.132; H 0.128; H 0.094

# 3
Molecular formula: C14H30N2P2SeYb
Method: DFT, ωB97M-V with the def2-TZVPD basis set

Properties
Lowest unoccupied orbital energy (alpha / beta) = -2.7 / -3.0 eV
HOMO level (alpha / beta) = -0.3424 / -0.3775 hartree

The geometry in ORCA input format:
```
! RIJCOSX wB97M-V def2-TZVPD def2/J DEFGRID3
* xyz 1 2
Yb -1.481 0.104 -1.452
H 2.557 0.400 -0.021
H 2.548 -0.344 -0.030
P 0.169 2.192 -2.240
P -0.016 -2.444 -2.184
C -1.225 -3.608 -1.413
H -0.986 -4.606 -1.835
H -1.055 -3.593 -0.326
H -2.256 -3.306 -1.667
C -0.347 -3.015 -3.905
H 0.429 -2.664 -4.598
H -0.317 -4.117 -3.837
H -1.337 -2.673 -4.236
C 1.397 -3.541 -1.918
H 1.661 -3.591 -0.854
H 1.068 -4.533 -2.266
H 2.277 -3.218 -2.484
C -0.404 2.944 -3.846
H -0.261 4.048 -3.717
H 0.225 2.563 -4.668
H -1.464 2.701 -4.043
C -0.928 3.371 -1.239
H -0.610 3.409 -0.174
H -0.728 4.379 -1.710
H -2.020 3.138 -1.303
C 1.567 3.333 -2.069
H 2.407 3.020 -2.700
H 1.178 4.326 -2.386
H 1.919 3.391 -1.031
H 0.369 0.448 -2.393
H -1.994 -0.041 -3.411
C -0.071 -2.155 2.333
N -0.310 -0.742 2.598
C -1.330 -0.061 2.011
Se -2.579 -0.874 0.948
N -1.244 1.247 2.436
C -0.315 1.300 3.519
C -0.199 2.175 4.599
C 0.530 1.748 5.752
C 1.104 0.464 5.831
C 0.996 -0.419 4.719
C 0.307 0.049 3.602
H -1.076 -2.658 2.249
H 0.495 -2.521 3.194
H 0.482 -2.273 1.363
H -1.984 1.934 2.192
H -0.659 3.165 4.497
H 0.620 2.418 6.624
H 1.578 0.193 6.782
H 1.318 -1.461 4.708
*
```

Electronic structure analysis, Löwdin charges in units of e: Yb 0.533; H 0.018; H 0.021; P 0.678; P 0.691; C -0.320; H 0.046; H 0.012; H 0.044; C -0.293; H 0.048; H 0.041; H 0.031; C -0.313; H 0.035; H 0.044; H 0.049; C -0.259; H 0.051; H 0.057; H 0.039; C -0.307; H 0.036; H 0.047; H 0.042; C -0.279; H 0.058; H 0.050; H 0.051; H -0.115; H -0.176; C -0.036; N -0.090; C -0.752; Se 0.642; N 0.116; C -0.173; C 0.000; C -0.059; C -0.051; C 0.010; C -0.148; H 0.069; H 0.083; H 0.095; H 0.172; H 0.118; H 0.117; H 0.115; H 0.108

Calculated E_tot in order - -36233.851; -55544.220; -133427.908 eV
Calculated M in order - 131.5; 651.4; 540.4 g mol⁻¹